The following is a DFT calculation (ωB97M-V/def2-TZVPD) of a molecular structure, C43H65AsBaGeN6OS at a distorted geometry.

Values from the calculation:
ΔE to the lowest compared entry with this formula, charge and spin = 2.2661 eV
LUMO = -0.1495 Eh
total charge = +2
HOMO-LUMO gap = 7.9 eV
HOMO energy = -0.438 hartree
E = -185506.37470 eV

CARTESIAN COORDINATES (ANGSTROEM)
Ba  0.33825  0.25191  1.50922
N  2.36802  2.15824  0.96564
C  2.62900  3.30143  1.84123
C  2.78903  2.83509  3.28686
N  1.54217  2.24672  3.77000
H  3.19767  1.56800  0.94770
H  2.24880  2.49646  0.01516
H  1.77231  3.98045  1.78126
H  3.53167  3.85399  1.54557
H  3.11666  3.68697  3.89838
H  3.57079  2.07094  3.32716
H  0.87111  2.98885  3.94984
H  1.70304  1.78623  4.65930
S  -3.25889  -2.47807  -0.07567
C  -3.20199  -0.98977  -0.52489
N  -3.20773  0.19006  -0.74930
C  1.57945  -1.02800  -6.02887
C  1.53169  0.18595  -5.36441
C  1.36727  0.21382  -3.99161
C  1.25509  -0.96476  -3.26590
C  1.29227  -2.17810  -3.93776
C  1.45349  -2.20594  -5.31296
As  1.19847  -0.84105  -1.30132
C  3.12590  -0.74731  -1.13028
C  3.94152  0.34598  -1.36672
C  5.31770  0.22130  -1.25370
C  5.87483  -1.00194  -0.91197
C  5.07139  -2.10844  -0.70037
C  3.69043  -1.99351  -0.81197
C  2.72682  -3.08172  -0.67972
C  3.02828  -4.40874  -0.40425
C  2.02345  -5.36023  -0.39813
C  0.70787  -4.99710  -0.63851
C  0.39056  -3.66785  -0.87280
C  1.39182  -2.71490  -0.90050
H  1.72336  -1.05458  -7.09818
H  1.63596  1.10965  -5.91250
H  1.34374  1.16260  -3.46836
H  1.20705  -3.11190  -3.39400
H  1.49389  -3.15534  -5.82478
H  3.50426  1.29077  -1.67799
H  5.95194  1.07330  -1.44949
H  6.94687  -1.09554  -0.83775
H  5.52477  -3.06069  -0.46704
H  4.04884  -4.70540  -0.22027
H  2.26836  -6.39769  -0.22820
H  -0.07059  -5.74567  -0.64327
H  -0.64074  -3.37674  -1.05064
C  -0.19538  -3.75809  2.56833
N  1.23932  -3.69239  2.75649
C  1.86700  -4.98783  2.91579
C  1.89178  -2.54271  2.49647
O  1.33776  -1.61918  1.86349
N  3.16108  -2.38961  2.94684
C  3.65060  -2.97126  4.18289
C  3.89683  -1.21668  2.52792
H  -0.61453  -4.39601  3.34608
H  -0.45455  -4.18334  1.59606
H  -0.62944  -2.76070  2.65051
H  1.44125  -5.67389  2.18152
H  1.67743  -5.39616  3.90968
H  2.93422  -4.92376  2.73681
H  2.86169  -3.51174  4.69518
H  3.99719  -2.16973  4.84009
H  4.49135  -3.63859  3.99053
H  3.63887  -0.96451  1.50197
H  4.96058  -1.44571  2.57253
H  3.68568  -0.35837  3.17617
C  -5.97486  1.87893  2.23779
N  -4.77303  1.10651  1.88568
C  -4.89780  -0.27683  2.37608
C  -3.49813  1.79380  2.33268
C  -2.88155  1.20458  3.57563
C  -3.55656  1.40442  4.78178
C  -3.08686  0.84074  5.94865
C  -1.92994  0.08296  5.90168
C  -1.24462  -0.07105  4.70678
C  -1.67612  0.48937  3.49553
H  -6.86969  1.39457  1.85127
H  -5.91837  2.88678  1.83085
H  -6.06161  1.93882  3.32073
H  -4.70642  1.04788  0.86135
H  -5.03345  -0.27349  3.45533
H  -3.99633  -0.83761  2.13546
H  -5.75918  -0.75241  1.91047
H  -3.73667  2.84735  2.49032
H  -2.77418  1.68953  1.51914
H  -4.44937  2.01439  4.81227
H  -3.60655  0.99715  6.87989
H  -1.54978  -0.38092  6.79913
H  -0.33548  -0.66089  4.72447
C  1.23638  3.95598  -3.00000
C  -0.23974  3.59292  -2.88608
C  -0.55451  2.94600  -1.53848
C  -2.04388  2.94712  -1.20471
Ge  -3.15753  1.52598  -2.07399
C  -2.65213  0.71742  -3.83334
C  -3.58546  1.23278  -4.92136
C  -3.51298  2.75367  -5.03240
C  -4.67693  3.33664  -5.81750
H  1.46256  4.32821  -3.99570
H  1.87115  3.09090  -2.80930
H  1.49490  4.72957  -2.27947
H  -0.52022  2.91955  -3.69788
H  -0.83149  4.50216  -2.99831
H  -0.02886  3.50682  -0.75777
H  -0.17384  1.91244  -1.53293
H  -2.46777  3.91299  -1.48343
H  -2.16872  2.84330  -0.12434
H  -4.62760  1.92994  -1.95337
H  -2.70637  -0.36829  -3.75587
H  -1.61984  0.98036  -4.07120
H  -4.61276  0.93410  -4.69343
H  -3.31628  0.78031  -5.87768
H  -2.56869  3.04458  -5.49614
H  -3.52986  3.18698  -4.02072
H  -4.69571  2.93623  -6.82699
H  -4.59272  4.41886  -5.87635
H  -5.61920  3.09047  -5.33282

Cartesian forces, eV/Å:
-2.237 3.889 0.485
0.097 -0.085 -0.268
0.175 0.189 0.524
0.055 0.344 -0.233
-0.111 -0.290 -0.147
0.030 0.038 -0.156
0.086 -0.059 -0.069
0.107 0.032 -0.028
-0.208 -0.018 0.026
0.067 -0.155 -0.112
0.037 0.070 0.041
-0.066 -0.173 0.040
-0.150 0.033 0.021
0.113 -1.106 0.147
-0.087 1.781 -0.152
0.339 -1.144 0.358
0.001 -0.008 -0.037
0.027 0.077 -0.045
-0.089 0.157 0.312
-0.175 0.025 0.126
-0.055 -0.216 0.250
0.013 -0.033 -0.094
0.351 -0.554 -1.608
0.339 -0.171 0.220
-0.240 0.171 -0.021
-0.010 0.100 -0.005
0.078 0.017 0.002
-0.092 -0.023 -0.025
0.150 0.447 -0.089
-0.402 -0.184 0.052
0.061 0.079 -0.040
-0.028 -0.098 -0.081
-0.020 -0.009 -0.021
-0.247 0.223 -0.105
0.066 -0.336 0.054
-0.012 -0.009 -0.088
0.004 0.109 -0.064
-0.018 0.077 -0.074
0.020 0.047 -0.059
-0.011 -0.089 -0.043
0.084 0.000 0.032
0.066 0.037 -0.015
0.115 -0.022 0.023
0.040 -0.081 0.014
0.148 -0.076 -0.009
0.043 -0.102 0.046
-0.060 -0.078 -0.017
0.056 -0.072 0.003
-0.372 0.169 -0.039
-0.046 0.374 -0.226
0.172 -0.240 0.136
0.867 -1.575 0.909
1.188 -2.144 0.376
-0.353 0.191 -0.206
0.091 -0.218 0.210
0.052 0.174 -0.247
-0.037 0.062 0.043
0.043 0.054 0.072
-0.060 -0.155 0.052
0.011 0.062 0.033
0.072 0.008 0.033
0.048 -0.038 -0.004
0.023 -0.028 0.029
-0.048 -0.027 -0.034
-0.011 -0.049 0.080
0.112 0.028 0.022
0.008 0.092 -0.008
0.040 -0.016 0.070
-0.701 0.464 0.151
-0.037 0.076 -0.538
-0.003 -0.886 0.211
0.894 0.157 0.444
0.013 0.027 0.283
0.020 0.123 -0.110
-0.046 0.014 0.075
0.247 -0.170 0.112
-0.245 0.255 -0.148
-0.225 -0.095 -0.738
0.109 -0.113 -0.068
0.128 -0.062 -0.038
0.111 -0.046 -0.036
-0.049 0.001 0.214
0.054 0.088 -0.080
-0.038 0.129 0.051
-0.003 0.126 -0.124
-0.122 -0.051 -0.238
-0.297 -0.001 0.061
-0.132 0.118 0.081
-0.070 0.000 0.124
0.004 -0.044 0.176
0.266 -0.146 0.074
-0.212 -0.029 -0.097
0.304 -0.087 0.184
-0.136 -0.044 -0.183
-0.214 -0.464 -0.323
0.445 0.536 -0.413
-0.068 0.105 0.518
0.008 0.269 0.180
-0.282 -0.128 -0.081
0.178 0.062 0.102
0.133 0.046 -0.045
0.124 -0.069 -0.003
0.061 0.083 0.053
-0.084 0.012 -0.058
-0.107 0.010 -0.028
0.085 -0.034 0.024
0.150 0.138 0.063
-0.111 0.017 0.046
-0.235 -0.052 -0.051
-0.162 0.139 -0.229
0.047 -0.055 0.166
0.065 -0.033 0.134
-0.009 -0.014 -0.078
-0.068 -0.047 -0.009
0.107 0.034 0.107
0.097 0.099 -0.051
-0.049 -0.018 -0.147
-0.074 0.082 -0.082
-0.125 0.000 -0.010

---

The following is a DFT calculation (ωB97M-V/def2-TZVPD) of a molecular structure, C43H65Cl3GeMnN2O2Te at a distorted geometry.

Values from the calculation:
spin multiplicity = 6
ΔE to the lowest compared entry with this formula, charge and spin = 0.0000 eV
LUMO (alpha / beta) = -0.0333 / -0.0878 Eh
total charge = 0
HOMO-LUMO gap (alpha / beta) = 6.9 / 5.5 eV
HOMO energy (alpha / beta) = -0.287 / -0.288 hartree
E = -185423.69198 eV

CARTESIAN COORDINATES (ANGSTROEM)
Mn  0.46618  -0.27938  -0.54518
C  1.70259  -2.95605  -1.85367
N  1.38441  -2.41297  -0.52031
C  2.58382  -2.55443  0.31981
C  0.30209  -3.20695  0.09157
C  -1.01242  -3.02715  -0.64415
N  -1.34458  -1.60175  -0.78310
C  -2.31048  -1.17474  0.25116
C  -1.86086  -1.36870  1.67549
C  -2.71381  -2.01193  2.55757
C  -2.43991  -2.10445  3.91402
C  -1.28516  -1.47694  4.36363
C  -0.38725  -0.81115  3.52722
C  -0.65539  -0.81297  2.14405
O  0.23990  -0.31186  1.28692
C  0.81701  -0.05018  4.10521
C  0.72486  1.43306  3.70692
C  2.14244  -0.63648  3.59276
C  0.85700  -0.10828  5.63497
C  -3.40354  -2.84716  4.84014
C  -2.93826  -2.82905  6.29588
C  -4.79191  -2.19298  4.77199
C  -3.51269  -4.31101  4.39221
C  -1.86080  -1.30206  -2.13097
C  -2.22183  0.14247  -2.40860
C  -3.18085  0.34500  -3.39771
C  -3.53950  1.61099  -3.81944
C  -2.92499  2.68003  -3.17272
C  -1.98969  2.54803  -2.15411
C  -1.60484  1.24079  -1.79274
O  -0.69814  1.07405  -0.81868
C  -1.41831  3.84360  -1.54350
C  -0.56119  3.66494  -0.28389
C  -2.57426  4.78114  -1.14593
C  -0.54725  4.53121  -2.60655
C  -4.55867  1.87551  -4.92894
C  -3.88199  2.66027  -6.06253
C  -5.72800  2.69874  -4.36940
C  -5.12367  0.58154  -5.51542
H  1.87964  -4.03456  -1.77784
H  2.59561  -2.46931  -2.23596
H  0.89912  -2.76682  -2.56181
H  2.90302  -3.60278  0.35562
H  2.36610  -2.21715  1.33148
H  3.39550  -1.96069  -0.09947
H  0.19493  -2.88559  1.12562
H  0.58341  -4.26695  0.09590
H  -1.79939  -3.54992  -0.09764
H  -0.95968  -3.47739  -1.63531
H  -3.25037  -1.71725  0.09659
H  -2.51262  -0.12089  0.08545
H  -3.63081  -2.43884  2.15832
H  -1.07227  -1.49663  5.42267
H  0.71298  1.56193  2.62871
H  1.58250  1.98407  4.10651
H  -0.18592  1.88055  4.11530
H  2.19610  -0.56359  2.50910
H  2.24667  -1.68485  3.88969
H  2.98601  -0.07785  4.01499
H  -0.04535  0.31663  6.08302
H  1.70894  0.47937  5.98665
H  0.98321  -1.13002  6.00483
H  -2.87101  -1.80944  6.68564
H  -1.96236  -3.30936  6.41356
H  -3.65545  -3.37474  6.91370
H  -4.73664  -1.13964  5.05840
H  -5.48494  -2.69907  5.45134
H  -5.21240  -2.24602  3.76467
H  -2.53891  -4.80424  4.44657
H  -3.87328  -4.38727  3.36371
H  -4.21065  -4.85573  5.03496
H  -2.74812  -1.91721  -2.32381
H  -1.09002  -1.61712  -2.83878
H  -3.63830  -0.53298  -3.84494
H  -3.19340  3.68272  -3.48493
H  -1.09937  3.14609  0.51291
H  -0.27345  4.65400  0.08482
H  0.34928  3.10461  -0.48594
H  -3.22120  4.29935  -0.40787
H  -3.19301  5.08100  -1.99375
H  -2.16710  5.69208  -0.69837
H  0.29037  3.88707  -2.88681
H  -0.14238  5.46972  -2.21358
H  -1.11697  4.75692  -3.51110
H  -3.50379  3.62388  -5.71280
H  -4.59543  2.85198  -6.87050
H  -3.03893  2.09711  -6.47238
H  -5.39093  3.66381  -3.98342
H  -6.22113  2.16364  -3.55277
H  -6.46814  2.88999  -5.15377
H  -4.33670  -0.03947  -5.95169
H  -5.83713  0.82037  -6.30752
H  -5.65082  -0.00697  -4.75932
C  8.98240  -1.27868  -1.80132
C  7.64999  -0.70949  -1.39141
C  6.87200  0.01753  -2.28437
C  5.64889  0.57098  -1.91785
C  4.86558  1.36757  -2.92813
C  5.19679  0.36248  -0.60983
Te  3.35556  1.15535  0.00096
C  5.95774  -0.36137  0.31866
C  5.53336  -0.53457  1.75624
C  7.17465  -0.88718  -0.09466
H  9.14731  -1.17043  -2.87461
H  9.05103  -2.33988  -1.54880
H  9.79665  -0.76604  -1.28161
H  7.22461  0.16375  -3.30113
H  5.28485  1.23641  -3.92489
H  4.91427  2.43338  -2.68387
H  3.81520  1.07183  -2.96262
H  4.47130  -0.77334  1.85175
H  5.70349  0.38383  2.32470
H  6.10480  -1.33027  2.23184
H  7.77217  -1.44452  0.61985
Cl  5.31193  4.34500  -0.51743
Ge  3.10689  3.99447  -0.70952
Cl  2.58284  4.23419  1.46296
Cl  1.38059  0.02973  -2.58752

Cartesian forces, eV/Å:
-0.300 -1.002 -0.332
0.036 0.053 -0.029
-0.066 0.198 0.060
0.008 0.071 0.024
-0.048 -0.008 0.059
0.089 0.043 -0.048
-0.007 0.134 0.008
0.053 -0.025 0.023
0.030 0.010 -0.005
-0.080 -0.029 -0.099
-0.024 -0.023 0.087
0.078 0.059 0.064
0.011 0.025 0.061
-0.087 -0.039 0.023
0.258 0.054 0.102
0.032 -0.024 -0.027
-0.009 0.009 0.086
-0.008 0.058 0.039
-0.009 -0.014 0.041
-0.014 0.015 -0.012
0.049 0.027 0.050
-0.032 0.008 -0.010
-0.019 -0.039 -0.025
0.027 0.068 0.015
-0.042 -0.040 0.012
-0.025 -0.139 -0.023
-0.028 0.049 -0.027
-0.009 0.067 0.016
-0.005 0.113 -0.054
0.047 -0.067 -0.087
-0.057 0.204 0.288
-0.009 0.006 0.003
-0.033 0.047 0.060
-0.008 -0.013 -0.009
0.015 0.011 -0.008
0.020 0.019 0.013
0.016 0.025 -0.032
-0.042 0.028 0.012
0.013 -0.054 0.018
0.011 -0.030 0.016
-0.014 0.007 -0.010
0.034 -0.013 0.054
-0.018 -0.013 -0.006
-0.006 0.018 -0.049
0.007 0.006 0.005
0.003 -0.006 0.014
0.002 -0.049 -0.006
-0.074 -0.066 0.043
0.017 0.005 -0.029
-0.057 -0.051 0.001
-0.022 0.085 -0.043
0.056 0.025 0.022
0.006 0.006 -0.070
0.003 0.014 -0.087
-0.057 -0.043 -0.024
0.047 -0.026 -0.018
0.009 0.031 0.015
-0.012 0.020 -0.015
-0.084 -0.052 -0.017
0.051 -0.026 -0.025
-0.042 -0.034 -0.018
-0.014 0.050 -0.013
-0.003 -0.063 -0.018
-0.063 0.038 -0.005
0.028 0.017 -0.021
-0.004 -0.052 -0.008
0.042 0.024 -0.045
0.028 0.011 0.061
-0.033 0.013 -0.004
0.015 -0.004 0.047
0.032 0.023 -0.030
-0.066 -0.032 -0.006
0.035 -0.012 -0.036
0.040 0.081 0.037
0.011 -0.029 0.032
0.049 0.043 -0.059
-0.028 -0.035 -0.022
-0.028 0.024 0.001
0.027 0.027 -0.036
0.041 -0.027 0.034
-0.016 -0.050 -0.024
-0.020 0.020 0.004
-0.021 -0.059 -0.021
0.012 -0.005 0.032
-0.018 -0.057 -0.023
0.047 -0.011 0.056
-0.054 0.035 0.021
-0.023 -0.059 -0.018
0.029 0.037 -0.056
0.062 -0.015 0.063
-0.038 0.024 0.018
0.024 -0.003 0.028
0.028 0.025 -0.037
-0.004 -0.005 -0.007
-0.051 0.013 0.022
0.031 -0.024 0.004
-0.028 0.009 -0.126
0.030 0.012 0.059
-0.034 0.052 -0.007
-0.036 0.234 -0.017
0.040 -0.041 0.138
-0.005 0.010 -0.073
0.020 0.000 -0.056
-0.018 -0.006 0.080
-0.010 0.072 -0.015
-0.054 -0.028 -0.033
-0.014 -0.009 0.062
0.009 0.008 0.007
-0.006 -0.047 0.003
0.075 0.009 -0.002
0.040 -0.018 -0.027
-0.011 -0.009 -0.034
0.014 -0.004 0.002
-0.008 0.009 -0.018
0.034 -0.039 -0.013
0.084 0.020 -0.017
-0.006 -0.004 0.045
0.110 0.114 -0.016

---

> Which value of ΔE to the lowest compared entry with this formula, charge and spin does entry 1 give?

2.2661 eV